Record 1
C38H73Cl35NO | wB97M-V/def2-TZVPD

```
148
Properties=species:S:1:pos:R:3
Cl 2.8024 0.1558 -4.3822
Cl -5.0117 -1.4911 -6.5986
Cl 5.8553 -0.5748 3.0953
Cl -6.8513 -4.8790 6.4388
Cl -7.4712 1.6231 0.2051
Cl 0.9530 0.8632 -0.8411
Cl 6.4993 3.6358 0.7098
Cl 4.7697 1.0407 8.0831
Cl 6.0070 -0.5352 -5.3274
Cl 8.5319 -0.7452 0.2537
Cl 2.7144 3.1440 -2.6816
Cl -6.9377 7.9806 -0.0853
Cl -7.5934 2.1170 -4.1906
Cl -2.6186 -0.5179 -8.8287
Cl -1.2052 5.0700 -4.9096
Cl 9.3329 -2.6210 7.3337
Cl -2.9139 2.7612 -3.0626
Cl 9.6859 -3.3587 10.6440
Cl -8.6572 5.6903 1.7692
Cl -7.3915 -0.3262 7.2481
Cl -8.4223 2.4116 5.4770
Cl 10.6777 0.5777 -9.1490
Cl 0.0195 0.9008 -5.5905
Cl 5.6479 0.7674 -0.9333
Cl 2.6513 0.1100 4.0442
Cl 5.9444 -2.0927 7.3962
Cl 8.8884 -1.4907 3.5699
Cl -6.9564 -1.2347 -4.0295
Cl 10.4578 -0.0070 -5.7929
Cl -10.2472 2.9664 -1.2550
Cl -1.8685 0.5345 0.6804
Cl -6.5335 -2.9910 3.6118
Cl -2.4417 -0.3749 -3.5851
Cl 4.2553 -5.0619 -2.9791
Cl 1.5123 -3.6862 -4.4689
O -4.3161 0.9062 1.8680
N -4.6898 -1.9179 2.6090
C 3.9754 -0.4720 5.0846
C 5.7991 0.0282 9.1275
C -3.5984 4.1539 -3.9370
C 9.0716 -2.6069 2.1948
C 9.1359 0.4777 -6.8842
C 4.1225 -0.4297 -3.3415
C -9.3344 7.0876 0.8969
C -7.6803 -3.3438 6.0709
C 9.6574 -1.9233 0.9746
C -8.5858 7.3772 -0.3886
C -3.3548 0.1207 1.7178
C 10.4593 -3.7974 8.0521
C -3.5366 -3.9283 3.6566
C -3.3140 -1.2983 2.4520
C 9.8712 -4.4788 9.2712
C -1.8545 -1.0506 -5.1260
C -0.3697 -0.8176 -5.3285
C 5.0659 1.3000 0.6650
C 5.3200 0.0822 4.6617
C 2.9003 -4.4518 -5.2801
C -4.2066 -1.2331 -9.2046
C -6.8104 1.6495 5.4314
C 5.4711 0.1239 -3.7585
C -8.0043 -3.2017 4.5994
C -10.0861 2.4086 0.4303
C 1.0606 2.5681 -2.9882
C 0.3050 2.2777 -1.7093
C -2.8470 4.4518 -5.2191
C -5.2756 -0.8039 -8.2196
C -5.8539 0.0893 -3.5730
C -6.8827 0.1464 5.6020
C -4.3875 -3.3803 2.6392
C -6.5929 1.2713 -2.9798
C -8.6973 2.6543 0.9825
C 4.9222 2.8058 0.7488
C 3.4655 -5.6074 -4.4793
C 6.7705 -0.8185 8.3288
C 9.2914 -0.1157 -8.2697
H 3.8883 -0.1074 -2.3281
H -6.2527 -1.1562 -8.5567
H -4.0932 -2.3181 -9.2264
H 11.3871 -3.2753 8.2921
H 7.3524 -0.2121 7.6320
H 8.8947 -4.9150 9.0554
H 3.6531 -3.6826 -5.4620
H -7.2419 0.9667 -2.1562
H -9.1073 8.1524 -0.9537
H -5.1589 -0.3176 -2.8364
H 10.5357 -5.2792 9.6040
H 1.1244 1.6893 -3.6207
H 8.4012 0.0982 -8.8650
H -10.3753 6.8451 0.6717
H 6.0806 -0.1911 5.3950
H 4.1122 -1.5215 -3.3620
H -9.3235 7.9459 1.5707
H -2.4448 -0.6130 -5.9314
H -6.3743 1.8897 4.4596
H 5.2986 1.1708 4.5829
H 0.2107 -1.1686 -4.4740
H -8.6765 2.4195 2.0497
H -6.1956 2.1122 6.2052
H -7.0482 -2.5260 6.4170
H -2.0572 -2.1233 -5.0989
H -2.7855 -1.2713 3.4653
H 9.8733 -2.6653 0.2030
H 0.3243 3.1295 -1.0273
H 10.6758 -4.5396 7.2811
H -0.0292 -1.3561 -6.2156
H 10.5853 -1.4014 1.2149
H 0.5512 3.3548 -3.5473
H -0.7355 2.0523 -1.9420
H 7.4650 -1.3219 9.0041
H 8.2069 0.1238 -6.4324
H 2.6900 -6.3271 -4.2115
H 6.2297 -0.1515 -3.0259
H -4.6367 3.9025 -4.1673
H -4.7950 -4.0659 1.8073
H 5.4525 1.2122 -3.8360
H 4.2256 -6.1274 -5.0659
H 5.1482 -0.5870 9.7507
H 4.3124 3.1975 -0.0671
H 9.7373 -3.4074 2.5254
H -8.5108 6.4886 -1.0178
H -3.1042 -4.9761 3.4417
H 3.7447 -0.1473 6.1010
H 6.3514 0.7081 9.7799
H 5.7563 0.9181 1.4197
H -5.8765 2.0009 -2.5968
H -3.5980 5.0117 -3.2623
H -8.5534 -4.0674 4.2210
H 2.5417 -4.8119 -6.2469
H -8.6212 -2.3124 4.4421
H -10.8214 2.9619 1.0183
H -2.7614 3.5646 -5.8492
H -8.6024 -3.3355 6.6566
H -3.2353 -3.3868 4.6092
H -7.5755 -0.3054 4.8911
H -5.3198 0.2824 -8.1236
H -5.2826 0.3752 -4.4576
H 9.4224 -1.1982 -8.2302
H 4.0944 0.8263 0.8215
H 4.4446 3.0788 1.6923
H 9.1058 1.5682 -6.9158
H 8.0947 -3.0440 1.9803
H -3.3730 5.2231 -5.7854
H -4.4736 -0.8984 -10.2094
H -2.7297 -2.0150 1.7700
H -10.3498 1.3502 0.4634
H -8.3950 3.6961 0.8569
H 3.9664 -1.5628 5.0665
H -5.8954 -0.2917 5.4391
```

Output
electronic energy = -482413.7380 eV
E_HOMO = -2.77 eV
total charge = -1

These are the Mulliken partial charges, in e, on atoms 1 to 99: atom 1 (Cl): -0.167, atom 2 (Cl): -0.121, atom 3 (Cl): -0.152, atom 4 (Cl): -0.228, atom 5 (Cl): -0.168, atom 6 (Cl): -0.193, atom 7 (Cl): -0.226, atom 8 (Cl): -0.183, atom 9 (Cl): -0.359, atom 10 (Cl): -0.098, atom 11 (Cl): -0.212, atom 12 (Cl): -0.190, atom 13 (Cl): -0.250, atom 14 (Cl): -0.160, atom 15 (Cl): -0.209, atom 16 (Cl): -0.092, atom 17 (Cl): -0.085, atom 18 (Cl): -0.190, atom 19 (Cl): -0.149, atom 20 (Cl): -0.241, atom 21 (Cl): -0.237, atom 22 (Cl): -0.199, atom 23 (Cl): -0.212, atom 24 (Cl): -0.205, atom 25 (Cl): -0.193, atom 26 (Cl): -0.134, atom 27 (Cl): -0.148, atom 28 (Cl): -0.211, atom 29 (Cl): -0.198, atom 30 (Cl): -0.197, atom 31 (Cl): -0.168, atom 32 (Cl): 0.046, atom 33 (Cl): -0.107, atom 34 (Cl): -0.171, atom 35 (Cl): -0.136, atom 36 (O): -0.492, atom 37 (N): -0.526, atom 38 (C): -0.276, atom 39 (C): -0.500, atom 40 (C): -0.516, atom 41 (C): -0.511, atom 42 (C): 0.232, atom 43 (C): 0.072, atom 44 (C): -0.476, atom 45 (C): -0.129, atom 46 (C): -0.479, atom 47 (C): -0.408, atom 48 (C): 0.282, atom 49 (C): -0.502, atom 50 (C): -0.609, atom 51 (C): -0.449, atom 52 (C): -0.482, atom 53 (C): -0.243, atom 54 (C): -0.358, atom 55 (C): -0.067, atom 56 (C): 0.091, atom 57 (C): -0.480, atom 58 (C): -0.437, atom 59 (C): -0.435, atom 60 (C): -0.482, atom 61 (C): -0.719, atom 62 (C): -0.505, atom 63 (C): 1.108, atom 64 (C): 0.219, atom 65 (C): -0.428, atom 66 (C): -0.563, atom 67 (C): -0.162, atom 68 (C): -0.152, atom 69 (C): -0.236, atom 70 (C): -0.211, atom 71 (C): 0.151, atom 72 (C): -0.297, atom 73 (C): -0.435, atom 74 (C): -0.464, atom 75 (C): -0.429, atom 76 (H): -0.062, atom 77 (H): 0.389, atom 78 (H): 0.294, atom 79 (H): 0.322, atom 80 (H): 0.381, atom 81 (H): 0.317, atom 82 (H): 0.230, atom 83 (H): 0.234, atom 84 (H): 0.326, atom 85 (H): 0.188, atom 86 (H): 0.338, atom 87 (H): -0.782, atom 88 (H): 0.294, atom 89 (H): 0.270, atom 90 (H): -0.292, atom 91 (H): 0.194, atom 92 (H): 0.370, atom 93 (H): -0.104, atom 94 (H): 0.246, atom 95 (H): 0.365, atom 96 (H): 0.266, atom 97 (H): 0.190, atom 98 (H): 0.394, atom 99 (H): 0.011


Record 2
C38H73NO12S5 | wB97M-V/def2-TZVPD

```
129
Properties=species:S:1:pos:R:3
S 4.1402 -4.6321 1.9347
S 1.0108 -1.1444 -1.2572
S -2.1033 3.1117 -2.0643
S -0.2423 1.2000 -6.3559
S -2.4730 0.4557 1.7263
O 0.4621 2.4253 -6.8378
O -2.9870 1.2267 0.5842
O -1.2986 0.5666 -7.2329
O -1.3763 -3.3667 -3.7093
O 2.1137 -1.3682 -0.3581
O 4.2070 -6.0383 1.6887
O -2.6726 -1.0124 1.6923
O -2.7884 1.8073 -2.1244
O 4.9636 -4.0273 3.0212
O -1.9119 -1.8728 -5.1619
O -2.7666 4.3860 -2.3889
O 1.1648 -1.4923 -2.6942
N -1.9589 -2.3285 -4.0105
C 3.0060 -3.3962 -0.2837
C -3.7009 0.3582 -2.0449
C -0.9525 -3.4002 2.1202
C -0.7068 0.8493 2.1636
C -1.1022 0.6281 -0.8270
C -3.0969 -4.1235 0.9294
C -2.9835 -2.2679 -1.7586
C 2.4717 4.9948 1.2930
C 1.5928 -0.0871 2.0368
C -1.3592 -0.6689 -0.0222
C 0.8576 -2.6042 3.6787
C 1.0666 0.0245 -5.8987
C -3.8095 -1.6656 -0.7762
C 1.1107 -1.3569 4.5501
C 1.0718 -0.0272 -4.3082
C 0.5081 3.8035 -2.1392
C -0.9256 1.4671 -4.6711
C -0.7704 1.5958 3.5141
C -0.1393 -2.2070 2.6188
C -2.1483 -2.9874 1.3356
C 0.2929 3.2895 -0.7506
C 2.3388 -4.0320 2.0963
C -3.1605 1.0733 3.3170
C -1.2637 3.2967 -0.4943
C -1.9776 1.1140 4.3340
C 2.0106 2.4321 1.4815
C 2.0813 -3.0291 0.8714
C -4.0654 -0.3107 -0.8878
C 2.9872 3.5701 1.7206
C -0.5879 -1.8285 -0.6621
C 2.4449 1.1928 2.2902
C -2.9924 -0.2743 -3.1038
C 4.4037 -3.6921 0.3023
C 0.4051 0.6755 -1.1099
C -0.4698 3.1352 -3.0805
C -0.4258 0.1907 -3.9659
C -2.6165 -1.5741 -2.9265
C 3.5567 6.1391 1.4019
H -0.8358 -1.5000 3.0694
H 1.7959 -0.9770 2.6327
H -1.8274 0.0995 4.7032
H 1.6222 -4.8050 2.3741
H 0.2085 -0.9499 5.0067
H -0.6588 0.1101 -2.9042
H -1.6671 2.6846 0.3123
H -3.9146 1.4088 -2.1753
H 4.4360 6.0072 0.7714
H 1.8856 -1.5217 5.2988
H 3.4562 0.9169 1.9915
H -0.9816 -0.6732 -4.3304
H 1.4227 -0.9719 -3.8929
H -0.6376 3.6552 -4.0237
H 0.3053 4.8735 -2.1856
H -0.0832 -0.0444 2.1863
H 3.1538 7.1324 1.2039
H 0.7163 2.2909 -0.6421
H -0.6113 2.6487 3.2810
H -3.4655 2.0885 3.0628
H -0.3523 2.3322 -4.3381
H 2.4994 1.4521 3.3475
H -4.0949 0.5936 3.6083
H -3.8418 -3.4925 0.4446
H 3.8899 6.2003 2.4379
H -1.7024 0.7340 -1.7307
H 1.4477 -0.4252 1.0108
H -2.4153 -0.9360 -0.0584
H 3.9380 3.3711 1.2262
H -3.5966 -4.6984 1.7091
H 1.6900 -2.9837 3.0861
H -1.0237 -0.6666 1.0148
H 1.5393 3.7461 -2.4876
H 0.8615 3.7641 0.0492
H 1.5781 5.2301 1.8711
H -0.1440 2.1017 -3.1981
H -0.2939 1.4158 1.3289
H 1.8963 2.2153 0.4194
H 3.2235 3.6206 2.7835
H -2.0049 1.6196 -4.6784
H -4.0008 -2.2719 0.0969
H 0.1346 1.3557 4.0722
H 0.6412 0.2396 2.4560
H -1.4303 -4.0166 2.8816
H -2.6930 -3.2934 -1.5847
H -2.6387 -4.7810 0.1906
H -2.6534 -2.2333 1.9392
H -1.8220 -2.3714 0.4976
H 1.0293 2.7694 1.8151
H 2.6194 -4.2837 -0.7847
H 4.7698 -2.7360 0.6764
H -1.6194 4.3134 -0.3275
H -0.3900 -4.0866 1.4872
H -0.4582 -2.7361 -0.0725
H 2.4049 -3.4970 3.0437
H 0.9529 -0.9432 -6.3873
H 2.1150 4.9917 0.2630
H -2.7183 0.2484 -4.0083
H 0.3927 -3.4066 4.2514
H -1.1003 -2.1429 -1.5714
H 1.0046 -3.0592 0.7043
H 0.2774 -1.6184 1.8015
H -4.5181 0.2063 -0.0547
H 1.9552 0.5905 -6.1782
H -2.1403 1.7282 5.2196
H 2.1356 -1.9575 1.0637
H 0.8441 1.1118 -2.0071
H 3.0708 -2.6502 -1.0758
H 1.5009 -0.5394 3.9439
H -1.4167 1.4821 -0.2270
H 5.2151 -4.1280 -0.2804
H 0.9466 1.0917 -0.2605
H 1.7402 0.7626 -3.9654
```

Output
electronic energy = -120785.4627 eV
E_HOMO = -8.26 eV
total charge = 0

These are the Mulliken partial charges, in e, on atoms 1 to 99: atom 1 (S): 1.111, atom 2 (S): 1.161, atom 3 (S): 1.233, atom 4 (S): 1.160, atom 5 (S): 1.686, atom 6 (O): -0.758, atom 7 (O): -0.699, atom 8 (O): -0.711, atom 9 (O): -0.652, atom 10 (O): -0.942, atom 11 (O): -0.661, atom 12 (O): 0.029, atom 13 (O): -0.494, atom 14 (O): -0.682, atom 15 (O): -0.641, atom 16 (O): -0.918, atom 17 (O): -0.921, atom 18 (N): 1.357, atom 19 (C): -0.540, atom 20 (C): -0.588, atom 21 (C): -1.330, atom 22 (C): 0.987, atom 23 (C): 0.923, atom 24 (C): -1.815, atom 25 (C): -0.697, atom 26 (C): -0.152, atom 27 (C): 1.269, atom 28 (C): -0.062, atom 29 (C): -0.337, atom 30 (C): -0.792, atom 31 (C): -0.027, atom 32 (C): -1.306, atom 33 (C): -0.670, atom 34 (C): -1.141, atom 35 (C): -0.913, atom 36 (C): -0.473, atom 37 (C): 1.717, atom 38 (C): 0.373, atom 39 (C): 2.309, atom 40 (C): -0.898, atom 41 (C): -1.168, atom 42 (C): -0.422, atom 43 (C): -0.881, atom 44 (C): 0.764, atom 45 (C): 0.708, atom 46 (C): -1.119, atom 47 (C): -0.754, atom 48 (C): -1.339, atom 49 (C): -2.070, atom 50 (C): -1.111, atom 51 (C): -1.026, atom 52 (C): -1.512, atom 53 (C): -0.194, atom 54 (C): -0.131, atom 55 (C): 0.475, atom 56 (C): -1.459, atom 57 (H): -0.132, atom 58 (H): 0.409, atom 59 (H): 0.187, atom 60 (H): 0.629, atom 61 (H): 0.222, atom 62 (H): -0.291, atom 63 (H): 0.704, atom 64 (H): 0.463, atom 65 (H): 0.331, atom 66 (H): 0.468, atom 67 (H): 0.522, atom 68 (H): 0.449, atom 69 (H): 0.246, atom 70 (H): 0.811, atom 71 (H): 0.396, atom 72 (H): -1.026, atom 73 (H): 0.411, atom 74 (H): -2.928, atom 75 (H): 0.560, atom 76 (H): 0.478, atom 77 (H): -0.625, atom 78 (H): 0.472, atom 79 (H): 0.531, atom 80 (H): 0.446, atom 81 (H): 0.362, atom 82 (H): 0.521, atom 83 (H): -1.601, atom 84 (H): -0.115, atom 85 (H): 0.397, atom 86 (H): 0.292, atom 87 (H): -0.722, atom 88 (H): 1.057, atom 89 (H): 0.450, atom 90 (H): -1.435, atom 91 (H): 0.339, atom 92 (H): -0.202, atom 93 (H): 0.619, atom 94 (H): 1.082, atom 95 (H): 0.476, atom 96 (H): 1.329, atom 97 (H): -0.386, atom 98 (H): 0.315, atom 99 (H): -1.059